Computed, not measured: an isolated molecule of C5H10N2O in a non-equilibrium geometry, with the ωB97M-V functional and the def2-TZVPD basis.

Cartesian coordinates (Å):
C 0.962 -1.523 -0.946
N 0.561 -0.148 -0.660
C -1.258 -0.074 0.316
C 0.077 0.122 0.753
N 1.482 0.803 -1.182
C -2.471 -0.299 -0.110
C -0.181 1.540 1.112
O 0.628 -0.674 1.764
H 1.116 -0.058 2.334
H 0.984 1.421 -1.819
H 1.808 1.363 -0.392
H 1.025 -1.669 -2.026
H 1.942 -1.751 -0.518
H 0.232 -2.209 -0.518
H -2.656 -0.968 -0.943
H -3.325 0.178 0.360
H -0.507 1.687 2.136
H -0.419 2.261 0.338

Cartesian forces, eV/Å:
C 0.202 0.238 0.349
N 1.003 1.073 0.168
C -0.629 0.321 2.239
C 0.013 -1.438 -2.332
N 0.455 0.055 0.288
C -0.109 0.382 0.244
C -0.938 -0.895 -0.394
O -0.153 0.467 -0.195
H -0.054 -0.211 -0.115
H 0.018 -0.069 0.175
H 0.077 -0.001 -0.435
H -0.151 0.104 0.111
H 0.021 -0.043 0.034
H -0.061 0.025 -0.038
H 0.055 -0.411 0.310
H 0.079 0.364 -0.430
H -0.022 0.100 -0.173
H 0.193 -0.060 0.196

As for the LUMO energy (alpha / beta): 0.41 / 0.41 eV. The value obtained for the relative energy (zero: lowest compared OMol25 entry of this formula, charge and spin) is 156.6 kcal/mol. The HOMO energy (alpha / beta) comes out at -7.23 / -7.23 eV. As for the charge: 0. For the orbital gap (alpha / beta), the calculation gives 7.640 / 7.636 eV.